A molecular structure, C31H82CdN5O13 at a distorted geometry. Source: the OMol25 dataset; level of theory: ωB97M-V with the def2-TZVPD basis set.

## Properties
energy relative to the best compared isomer or geometry (same formula, charge and spin)	0.000	eV
highest occupied orbital energy	-0.387	Eh
energy	-72096.4720	eV
orbital gap	6.89	eV

ORCA input file:
```
! RIJCOSX wB97M-V def2-TZVPD def2/J DEFGRID3
* xyz 1 1
Cd 2.357 1.954 -1.203
C 0.243 0.610 1.203
O 1.173 1.232 0.372
H 0.379 0.909 2.255
H -0.795 0.904 0.963
H 0.297 -0.485 1.110
C -3.981 9.327 4.542
O -3.196 8.201 4.864
C -2.087 8.084 4.000
C -1.218 6.892 4.391
N -1.611 5.681 3.694
C -0.776 4.546 4.120
C -1.290 3.253 3.518
O -2.510 2.871 4.091
C -3.135 1.804 3.441
H -4.913 9.264 5.099
H -4.169 9.406 3.468
H -3.475 10.242 4.878
H -1.480 8.995 4.026
H -2.451 7.886 2.984
H -1.268 6.739 5.481
H -0.187 7.200 4.207
H -2.574 5.429 3.891
H -0.765 4.474 5.217
H 0.217 4.724 3.703
H -0.494 2.514 3.671
H -1.476 3.493 2.462
H -4.117 1.596 3.857
H -2.536 0.885 3.539
H -3.251 1.990 2.365
C 1.763 1.993 7.342
O 1.872 0.787 6.620
C 1.017 0.724 5.529
C 0.930 -0.670 4.971
N 2.270 -1.202 4.709
C 2.267 -2.515 4.072
C 1.760 -3.683 4.903
O 1.783 -4.838 4.108
C 1.378 -5.998 4.796
H 2.184 2.824 6.764
H 2.283 1.838 8.281
H 0.720 2.271 7.536
H 1.264 1.489 4.771
H -0.025 1.028 5.747
H 0.312 -0.698 4.069
H 0.373 -1.310 5.670
H 2.729 -1.247 5.616
H 3.284 -2.775 3.770
H 1.672 -2.401 3.160
H 0.764 -3.501 5.326
H 2.459 -3.822 5.744
H 1.485 -6.822 4.094
H 0.334 -5.904 5.109
H 2.016 -6.217 5.658
C 3.139 -1.136 -1.615
O 2.534 0.038 -2.124
C 1.315 -0.274 -2.864
C 0.849 0.991 -3.541
N 0.552 1.947 -2.435
C -0.066 3.228 -2.836
C -1.557 3.032 -3.033
O -2.133 2.491 -1.854
C -2.187 3.431 -0.787
H 2.406 -1.694 -1.031
H 3.958 -0.919 -0.938
H 3.504 -1.815 -2.388
H 0.623 -0.654 -2.113
H 1.633 -1.099 -3.500
H -0.029 0.815 -4.167
H 1.629 1.381 -4.196
H -0.162 1.529 -1.828
H 0.427 3.742 -3.661
H 0.052 3.927 -2.003
H -1.829 2.323 -3.819
H -2.050 3.963 -3.333
H -1.248 3.457 -0.225
H -3.002 3.149 -0.129
H -2.378 4.441 -1.163
C -2.096 -1.229 -1.629
O -2.703 -2.341 -2.245
C -2.296 -2.547 -3.579
C -2.963 -1.578 -4.528
N -2.761 -1.969 -5.930
C -3.678 -1.231 -6.819
C -3.448 -1.490 -8.295
O -4.101 -2.625 -8.817
C -3.445 -3.850 -8.573
H -1.035 -1.467 -1.477
H -2.611 -1.093 -0.678
H -2.184 -0.276 -2.170
H -2.558 -3.578 -3.825
H -1.202 -2.495 -3.703
H -2.615 -0.542 -4.443
H -4.044 -1.531 -4.316
H -3.020 -2.949 -5.999
H -3.562 -0.169 -6.592
H -4.712 -1.515 -6.576
H -2.385 -1.459 -8.562
H -3.911 -0.657 -8.834
H -3.956 -4.619 -9.148
H -3.522 -4.130 -7.517
H -2.398 -3.813 -8.883
C 3.216 -3.059 -5.404
O 2.838 -3.932 -4.370
C 1.453 -4.214 -4.389
C 1.018 -4.803 -3.059
N 1.613 -4.084 -1.956
C 1.192 -4.538 -0.642
C 1.993 -3.882 0.463
O 3.365 -3.890 0.149
C 4.150 -3.100 0.993
H 2.687 -3.288 -6.333
H 4.286 -3.134 -5.599
H 3.038 -2.015 -5.113
H 1.246 -4.872 -5.240
H 0.866 -3.302 -4.583
H 1.300 -5.874 -3.046
H -0.071 -4.824 -2.976
H 2.621 -4.139 -2.030
H 1.298 -5.637 -0.617
H 0.132 -4.359 -0.442
H 1.817 -4.411 1.412
H 1.600 -2.871 0.661
H 4.078 -3.386 2.052
H 3.946 -2.024 0.937
H 5.201 -3.280 0.759
O 3.504 0.600 2.422
H 3.357 -0.016 3.165
H 2.611 0.747 2.052
O 4.099 1.591 0.023
H 3.937 1.085 0.858
H 5.038 1.805 0.003
*
```